Entry 1:
DFT (ωB97M-V/def2-TZVPD) results for a structure of composition C15H26F2K2NO19S2 at a distorted geometry.

The geometry in ORCA input format:
```
! wB97M-V def2-TZVPD RIJCOSX def2/J DEFGRID3
* xyz 1 1
K 3.11 4.14 -0.23
K 2.24 1.39 -3.14
S -0.50 2.60 -0.55
S 0.99 1.08 0.27
F -0.70 3.32 -2.01
F 2.61 0.91 0.51
O -5.14 -0.86 1.34
O 6.17 0.19 3.11
O -0.78 3.77 0.30
O 8.10 -0.80 3.15
O -2.33 -0.97 -2.57
O -5.99 -2.74 0.23
O -1.88 0.68 -4.19
O 0.80 -3.30 3.53
O -0.14 -3.14 1.57
O 2.05 -2.80 2.01
O -2.41 5.53 -3.42
O -3.95 0.45 -3.31
O 0.69 1.52 1.65
O -3.82 -2.13 0.15
O -1.59 1.65 -0.60
O -1.61 5.13 -5.50
O -2.84 3.65 -4.37
O 0.60 -0.24 -0.20
O 6.71 -1.27 1.44
N 1.14 2.20 -0.72
C 4.81 0.30 2.60
C -5.07 -2.04 0.60
C 0.80 -3.04 2.30
C -2.63 0.01 -3.44
C 6.96 -0.72 2.51
C -0.30 -3.61 4.33
C -4.90 -0.13 -2.44
C -3.44 3.56 -3.14
C -3.85 -0.25 1.51
C -1.02 -1.55 -2.44
C 9.04 -1.89 2.77
C -3.27 4.93 -2.50
C 2.56 -2.83 0.69
C -2.31 4.81 -4.53
C -2.95 -1.25 0.76
H -2.22 -1.65 1.47
H -1.10 -2.99 3.91
H 4.80 0.92 1.70
H 4.34 -0.66 2.36
H 3.37 -3.53 0.51
H 9.96 -1.77 3.35
H -0.64 -4.65 4.34
H 9.22 -2.03 1.71
H -3.60 -0.41 2.56
H 4.26 0.73 3.44
H 1.78 -2.75 -0.07
H -0.69 -2.34 -3.12
H 3.14 -1.91 0.59
H -2.41 -0.74 -0.04
H -5.04 -1.10 -2.91
H -0.97 -1.96 -1.43
H -0.05 -3.32 5.35
H -4.57 -0.22 -1.41
H -3.80 0.79 1.17
H -4.15 5.57 -2.40
H -2.76 4.66 -1.57
H -0.33 -0.71 -2.45
H -2.97 2.79 -2.53
H 8.74 -2.90 3.05
H -5.76 0.53 -2.33
H -4.51 3.40 -3.30
*
```

HOMO: -12.41 eV
HOMO-LUMO gap: 0.27408 Ha
LUMO energy: -4.948 eV
Electronic energy: -116115.1770 eV

Entry 2:
DFT (ωB97M-V/def2-TZVPD) results for a structure of composition C15H26IIrN4O2 at a distorted geometry.

The geometry in ORCA input format:
```
! wB97M-V def2-TZVPD RIJCOSX def2/J DEFGRID3
* xyz -2 5
Ir -0.26 -0.03 -0.03
I 0.00 1.46 -4.24
O -2.92 0.03 -0.75
O 0.52 -0.31 1.81
N 0.20 -2.71 -1.27
N 2.12 -1.74 -1.12
N -0.95 2.94 0.06
N 0.99 2.52 0.92
C 0.06 1.97 0.06
C 0.58 3.73 1.44
C -1.67 0.26 -2.98
C -2.10 3.08 -0.80
C -1.78 0.07 -1.26
C -0.64 4.00 0.91
C -1.21 -2.99 -1.38
C 2.36 -3.06 -1.53
C 0.76 -1.49 -0.99
C 3.17 -0.76 -1.01
C -1.55 -0.07 2.95
C 1.14 -3.67 -1.64
C 2.32 2.04 1.20
C -0.56 -1.06 2.33
C 0.15 -2.07 3.24
H -1.36 -4.07 -1.32
H 3.52 -0.62 0.02
H 1.16 4.30 2.14
H -1.81 3.13 -1.86
H 4.03 -1.09 -1.60
H -2.83 2.28 -0.64
H -2.17 1.14 -3.36
H -1.14 -1.61 1.50
H -2.51 -0.41 -3.38
H 2.82 0.21 -1.41
H 0.76 -2.76 2.64
H -2.14 -0.64 3.67
H -1.63 -2.64 -2.34
H 3.04 2.83 0.97
H -1.30 4.83 1.05
H -1.78 -2.52 -0.57
H -1.02 0.75 3.48
H 3.34 -3.44 -1.72
H 0.87 -4.65 -1.96
H -2.56 4.03 -0.51
H 0.78 -1.53 3.97
H 2.43 1.79 2.26
H -0.63 -2.61 3.76
H -0.91 -0.36 -3.50
H -2.21 0.36 2.17
H 2.54 1.16 0.60
*
```

<S²>: 6.020
HOMO (spin up / spin down): 2.40 / -1.06 eV
HOMO-LUMO gap (spin up / spin down): 0.07289 / 0.19952 Ha
LUMO energy (spin up / spin down): 4.388 / 4.366 eV
Electronic energy: -36963.0052 eV

Entry 3:
DFT (ωB97M-V/def2-TZVPD) results for a structure of composition C15H26IN2OP2PtSe.

The geometry in ORCA input format:
```
! wB97M-V def2-TZVPD RIJCOSX def2/J DEFGRID3
* xyz 1 3
Pt 1.64 0.72 -0.23
I 7.32 -1.65 -1.52
Se -1.95 -3.10 0.54
P -0.55 1.12 -0.28
P 1.94 3.00 -0.02
O 1.18 -2.11 -0.21
N 4.43 0.10 0.96
N 3.68 0.01 -0.15
C -6.32 -4.70 0.49
C 0.26 3.70 0.24
C -1.37 0.85 1.31
C -4.50 -3.59 -0.63
C 2.40 3.63 -1.67
C -1.64 0.32 -1.49
C -5.80 -4.07 -0.64
C -5.54 -4.85 1.63
C 2.98 4.01 1.08
C -0.76 2.92 -0.59
C 5.67 -0.39 0.76
C 5.72 -0.81 -0.55
C -3.71 -3.74 0.52
C 4.45 -0.54 -1.07
C -4.24 -4.38 1.65
H -6.41 -3.96 -1.52
H -4.09 -3.11 -1.50
H 1.94 3.04 -2.45
H 2.91 5.07 0.80
H -2.38 1.27 1.30
H -1.43 -0.22 1.51
H -1.79 3.22 -0.36
H -1.24 0.45 -2.49
H -0.61 3.09 -1.66
H -3.62 -4.50 2.53
H 1.71 -2.75 0.28
H -2.64 0.74 -1.44
H 0.02 3.62 1.30
H 4.07 -0.72 -2.06
H 6.40 -0.40 1.55
H 1.06 -2.49 -1.09
H -1.69 -0.75 -1.26
H 3.49 3.55 -1.78
H -7.33 -5.07 0.48
H -0.80 1.31 2.12
H -5.95 -5.35 2.50
H 4.02 3.70 0.99
H 4.02 0.49 1.79
H 0.26 4.76 -0.01
H 2.67 3.90 2.12
H 2.12 4.68 -1.78
*
```

<S²>: 2.021
HOMO (spin up / spin down): -9.20 / -10.67 eV
Energy relative to the best compared isomer or geometry (same formula, charge and spin): 0.313 eV
HOMO-LUMO gap (spin up / spin down): 0.25332 / 0.24274 Ha
LUMO energy (spin up / spin down): -2.310 / -4.064 eV
Electronic energy: -116270.6983 eV

Entry 4:
DFT (ωB97M-V/def2-TZVPD) results for a cluster of 2 separate species, C15H26N3O4S in total at a distorted geometry.

The geometry in ORCA input format:
```
! wB97M-V def2-TZVPD RIJCOSX def2/J DEFGRID3
* xyz 1 1
S -0.49 4.08 -0.81
O 0.84 4.51 -1.07
O 2.57 -3.06 -0.54
O -1.45 5.33 -0.72
O -1.07 3.07 -1.64
N -1.73 -2.40 1.50
N -0.71 -4.46 2.08
N 0.33 -3.10 0.57
C -0.63 3.57 0.88
C 2.08 0.98 -3.05
C 2.40 -1.04 -1.78
C 0.51 -1.96 -0.29
C -0.56 -3.13 4.67
C -1.44 6.28 -1.82
C -0.69 -3.32 1.36
C 4.20 -0.17 -3.12
C 1.92 -2.09 -0.87
C 1.60 0.02 -2.17
C -2.17 5.76 -3.04
C -1.81 -4.74 3.03
C 3.71 -1.13 -2.26
C 3.38 0.88 -3.53
C -1.88 -3.78 4.23
H 1.43 1.79 -3.33
H 0.14 -2.97 3.86
H 4.35 -1.95 -1.94
H -0.08 -3.70 5.46
H -2.76 -4.72 2.50
H 0.41 -1.02 0.25
H 0.58 0.14 -1.82
H 3.74 1.62 -4.22
H 1.08 -3.78 0.53
H -0.78 -2.15 5.10
H -1.44 -1.52 1.90
H -1.65 -5.75 3.38
H -0.41 6.55 -2.04
H 5.21 -0.23 -3.49
H -2.23 -2.26 0.63
H -0.21 -1.96 -1.11
H -2.61 -3.01 4.01
H -1.94 7.15 -1.42
H -3.18 5.44 -2.78
H -2.27 -4.35 5.07
H -1.68 3.41 1.10
H -0.07 2.65 0.97
H -1.65 4.91 -3.49
H -0.45 -5.27 1.54
H -0.20 4.34 1.51
H -2.23 6.55 -3.79
*
```

HOMO: -12.26 eV
Energy relative to the best compared isomer or geometry (same formula, charge and spin): 0.000 eV
HOMO-LUMO gap: 0.33600 Ha
LUMO energy: -3.115 eV
Electronic energy: -39466.1865 eV

- What is the formula in the first record?
  C15H26F2K2NO19S2